# 1
Below is a molecular structure, C10H13N3S, with properties calculated with the ωB97M-V functional and the def2-TZVPD basis.

* relative energy (zero: lowest compared OMol25 entry of this formula, charge and spin): 7.5764 eV
* Kohn-Sham gap (spin up / spin down): 8.69 / 8.69 eV
* HOMO (spin up / spin down): -8.598 / -8.598 eV

Geometry as XYZ:
```
27
C10H13N3S, DFT the ωB97M-V functional and the def2-TZVPD basis
C 1.73 -1.05 1.73
H 3.61 -0.56 2.53
H -0.30 1.09 0.66
N -1.98 -1.53 1.71
C -1.37 1.20 0.54
H -2.56 2.49 -2.44
H 4.54 0.20 0.45
H -1.50 -2.04 -1.64
H -1.63 3.43 0.15
N -1.82 -2.31 -0.72
S -1.30 -1.34 0.33
C -2.15 0.63 -1.59
H -1.22 -1.50 2.39
N -1.69 0.16 -0.31
H 1.31 -1.51 2.68
H 3.40 -0.06 -1.72
C 2.88 -0.31 -0.76
C 3.05 -0.61 1.60
C -1.77 2.46 -0.25
C 3.64 -0.30 0.35
C -2.18 2.07 -1.42
C 1.53 -0.54 -0.68
H 1.02 -0.64 -1.64
H -1.42 0.15 -2.29
H -3.10 0.23 -1.78
C 1.05 -0.94 0.51
H -1.78 1.14 1.60
```

***

# 2
Below is C16H16FO3P in the gas phase, with properties calculated with the ωB97M-V functional and the def2-TZVPD basis.

* relative energy (zero: lowest compared OMol25 entry of this formula, charge and spin): 12.2082 eV
* Kohn-Sham gap: 9.25 eV
* SMILES string: CO[P@](=O)(/C=C/c1ccccc1)[C@@H](O)c1ccc(F)cc1
* HOMO: -9.060 eV

Geometry as XYZ:
```
37
C16H16FO3P, DFT the ωB97M-V functional and the def2-TZVPD basis
C 1.05 0.35 -0.79
C -2.05 -1.35 1.93
H 2.06 -3.07 0.48
P 1.75 -1.30 -0.96
C -1.01 4.12 -0.12
C -0.72 -3.49 0.47
F -3.86 -2.66 1.58
C 0.20 -2.25 1.23
H -2.44 -4.35 0.54
C -2.78 3.43 -1.40
H -0.67 -0.07 -1.77
H 0.04 -0.25 2.03
H 0.70 2.94 0.41
H 4.99 -0.90 -1.00
H 4.25 0.57 -1.26
H -0.66 5.11 0.46
C 4.20 -0.42 -0.72
C -2.04 4.48 -0.88
H 3.97 -0.28 0.25
H 0.16 -4.14 0.05
C -0.15 0.67 -1.21
C 1.54 -2.08 0.82
H 1.73 0.98 0.08
C -2.05 2.18 -1.71
H -2.60 5.39 -0.54
H -2.37 1.40 -2.06
O 2.40 -1.22 1.60
C -2.37 -2.41 1.41
O 1.06 -2.07 -1.81
C -0.43 -1.24 1.78
C -0.41 2.97 -0.11
C -1.91 -3.43 0.82
O 3.28 -1.21 -1.65
H -2.56 -0.58 2.39
H -3.52 3.65 -1.96
C -0.77 2.07 -1.00
H 1.99 -1.53 2.62
```

***

# 3
Below is a molecular structure, C32H8Cl2F15GeIrNO6S, with properties calculated with the ωB97M-V functional and the def2-TZVPD basis.

* relative energy (zero: lowest compared OMol25 entry of this formula, charge and spin): 1.1812 eV
* Kohn-Sham gap: 6.26 eV
* net charge: +1
* HOMO: -10.947 eV

Geometry as XYZ:
```
67
C32H8Cl2F15GeIrNO6S, DFT the ωB97M-V functional and the def2-TZVPD basis
F -3.60 -4.89 -1.91
Cl 1.24 3.33 -2.93
C 3.70 -0.65 -0.73
C 3.66 -1.12 4.44
F -5.52 -0.12 4.12
C -0.14 0.36 3.37
F -3.45 2.72 -4.35
F -5.73 1.69 2.11
C -4.66 -0.14 3.11
C 3.40 -0.20 3.45
Ge -1.48 -0.22 -0.45
C 3.64 0.40 -4.23
F -3.50 -1.95 4.09
C -1.62 1.44 -1.48
C -1.22 3.82 -1.74
Ir 1.92 0.72 1.07
O -1.17 0.37 4.18
C 3.90 -0.33 -3.11
C 1.12 -0.36 3.78
O -0.18 0.95 2.31
F -2.22 -4.91 -4.25
C 2.47 1.21 -1.78
C 4.37 0.72 2.76
H 4.55 -1.19 -3.15
F -3.36 -2.84 -0.22
F -0.27 -0.81 -3.16
C 3.33 0.07 -1.87
C -2.65 2.69 -3.29
S 0.57 -0.85 0.11
C -2.09 -3.90 -3.41
C -3.64 -1.08 3.08
C -4.76 0.78 2.09
F -4.00 1.68 0.10
F -0.27 2.65 0.03
H -1.00 -0.08 5.02
N 2.15 0.07 3.07
H 2.75 -2.46 5.84
C -2.79 -3.88 -2.22
F -0.62 4.93 -1.31
O 5.62 0.56 3.16
H 4.37 -1.50 -0.87
C -2.45 1.52 -2.59
O 3.36 -0.46 0.48
H 2.63 2.11 -5.06
C -1.80 -1.75 -1.63
H 6.18 1.23 2.73
C -2.03 3.85 -2.85
C -1.10 -1.81 -2.83
Cl 4.32 -0.05 -5.75
F -1.75 -1.98 2.08
C 1.29 -1.29 4.79
H 0.44 -1.70 5.33
F -0.55 -2.86 -4.86
O 3.99 1.58 2.00
C 2.58 -1.71 5.08
O 1.94 1.63 -0.69
F -2.22 4.99 -3.50
C -2.64 -2.81 -1.35
C -1.03 2.62 -1.07
C -2.81 -0.17 0.99
H 4.68 -1.34 4.73
C -3.84 0.76 1.05
C 2.81 1.54 -4.16
F -3.11 0.43 -3.02
C -2.75 -1.08 2.03
C 2.25 1.93 -2.98
C -1.23 -2.85 -3.72
```

***

# 4
Below is 11 unconnected molecules or ions with the total composition C62H93FN10O2, with properties calculated with the ωB97M-V functional and the def2-TZVPD basis.

* Kohn-Sham gap: 8.26 eV
* SMILES string: CCCCCCCCCCCCCCCCCCCCC(=O)OCF.c1cc[nH]c1.c1cc[nH]c1.c1cc[nH]c1.c1cc[nH]c1.c1cc[nH]c1.c1cc[nH]c1.c1cc[nH]c1.c1cc[nH]c1.c1cc[nH]c1.c1cc[nH]c1
* HOMO: -7.928 eV

Geometry as XYZ:
```
168
C62H93FN10O2, DFT the ωB97M-V functional and the def2-TZVPD basis
H -7.63 -4.34 2.33
H 6.47 2.97 -11.13
H 3.26 0.02 8.34
H 7.29 4.10 -3.27
H 7.02 0.10 -0.20
H 5.81 -5.89 5.90
H 4.35 -1.57 1.44
H 0.66 -0.03 2.03
H 5.00 -0.61 10.33
H 3.85 -1.11 -2.61
C 7.54 3.84 -2.25
N 6.74 -3.63 3.74
N 4.82 4.21 -8.60
C 0.24 0.97 1.63
N -6.14 -2.13 5.88
H -9.39 -1.67 -1.72
H -2.21 1.43 6.98
H 2.82 3.54 -8.87
C 2.77 -7.09 -2.45
H 4.71 4.74 -7.75
H 8.25 6.67 -8.01
N 3.51 6.22 -5.73
C 6.00 4.05 -9.29
C -0.66 0.83 5.48
C 6.79 7.07 -5.08
H 5.40 -3.26 5.36
C 7.42 -4.72 3.28
C -11.64 -7.83 -3.09
H -1.15 0.50 -0.13
C -1.22 0.74 0.98
H 2.89 8.21 -6.20
H -10.17 1.52 -1.27
C -1.20 1.43 6.59
C 2.58 0.71 0.33
H -1.45 2.98 1.08
H 8.24 6.14 -3.85
C -10.58 -0.39 -0.19
H -7.36 2.79 -0.87
H 6.77 -2.71 3.33
C 7.95 6.70 -6.97
C -5.74 1.28 -0.19
H 9.58 4.15 0.26
H 2.63 -2.13 -0.13
H 3.47 -7.75 -2.94
C 6.66 -0.52 0.69
C -10.92 -6.48 -1.45
H 8.05 -4.65 2.40
H -1.74 -0.14 1.48
H 0.65 1.68 -0.46
C 6.26 -2.01 0.20
H 2.62 2.86 11.38
H -5.67 0.17 0.09
C -3.34 2.19 0.19
H 3.83 2.35 -11.09
H -10.91 -2.42 -1.04
C 1.88 -5.53 -1.10
H 7.44 -0.57 1.54
H 4.59 1.23 12.29
H -9.97 -2.55 1.34
H -7.60 1.97 0.83
H 7.00 -2.74 0.66
H -11.54 -8.47 -3.95
H 9.32 4.98 -2.09
C 2.66 7.15 -6.27
C -2.13 2.06 1.25
H 5.75 0.03 1.12
N -0.20 2.09 7.25
N -10.54 -7.24 -2.52
H -4.48 -2.88 4.76
C 2.65 0.21 -1.21
C 6.91 3.03 -1.34
H -0.31 2.62 8.09
C 1.83 5.10 -6.65
H 6.31 -2.02 -0.95
C 3.06 -6.15 -1.43
C -6.16 -1.86 3.68
H 4.37 6.42 -5.24
C -7.72 -5.23 1.60
C 4.07 1.16 11.34
H 1.54 2.67 0.80
H -7.77 -6.18 2.26
H 2.77 1.13 -1.90
C 6.01 -3.98 4.85
C 4.29 0.21 10.31
H 4.82 -0.26 -1.31
H 6.91 4.50 -8.93
H -5.87 -1.89 2.64
C 7.13 -5.78 4.10
C 3.08 2.01 10.91
C 4.73 -2.28 0.62
C 1.24 1.58 0.53
N 7.95 6.41 -4.77
H 0.80 -7.56 -3.39
H -5.33 1.36 -1.26
C -8.15 0.61 -0.86
H 1.89 2.37 6.92
H -10.75 -0.46 0.95
H -5.84 -2.40 6.81
H 1.44 0.84 4.72
C -12.29 -6.59 -1.33
F -6.54 -5.41 0.80
H 4.03 -5.94 -0.99
C -4.81 2.07 0.88
C 3.82 3.54 -9.25
C -12.74 -7.45 -2.36
C 8.67 6.19 -5.92
H -7.70 -0.34 -0.42
H 7.46 2.52 0.77
C 7.68 3.05 -0.15
H -1.20 0.24 4.76
H 5.97 7.75 -7.00
H 1.64 -0.26 -1.48
C -10.00 -1.76 -0.77
N 8.67 4.35 -1.65
H -13.76 -7.75 -2.56
H -8.13 -0.80 3.67
C 3.42 0.50 9.29
H 1.98 2.04 9.10
C 1.61 6.49 -6.85
C -9.67 0.91 -0.45
C -7.25 1.83 -0.26
H 1.67 -4.75 -0.38
N 2.69 1.60 9.66
C 0.98 1.92 6.56
H 2.50 -0.26 0.95
C -7.34 -1.29 4.22
H 6.09 7.35 -4.31
C 5.74 3.27 -10.39
C 3.00 4.97 -5.95
H -8.32 -1.97 0.81
H -2.51 2.05 2.33
H -8.00 0.69 -2.01
C -9.26 -2.52 0.43
H 4.62 -3.35 1.04
C -5.43 -2.37 4.73
H -5.24 3.08 1.19
H -3.36 3.19 -0.37
H -9.59 -7.35 -2.84
C 3.85 -0.83 -1.49
C 3.69 -2.16 -0.61
H 0.78 6.95 -7.37
H -12.89 -6.11 -0.58
H 7.52 -6.78 4.00
H 3.52 4.09 -5.59
O -8.23 -4.05 -1.17
C 1.42 -7.02 -2.70
H -4.72 1.38 1.80
C -8.78 -3.97 -0.04
C 6.76 7.26 -6.44
H 1.19 4.29 -6.98
H -9.74 1.56 0.50
C 6.24 -5.31 5.10
O -8.91 -5.14 0.78
H -10.20 -5.93 -0.88
H -7.99 -1.18 6.35
H -0.08 -5.81 -1.83
C 0.72 1.15 5.46
N 0.89 -6.07 -1.87
H 5.99 2.49 -1.51
C -7.29 -1.47 5.58
C 4.36 2.95 -10.37
H 3.72 -3.12 -1.24
H 3.53 1.26 0.62
H 9.62 5.68 -5.89
H -3.29 1.34 -0.58
H -11.60 -0.22 -0.67
C 8.76 3.87 -0.37
H 0.10 1.64 2.56
```

***

Number 1: F_max 4.8 eV Å⁻¹. Number 2: F_max 14.5 eV Å⁻¹. Number 3: F_max 0.9 eV Å⁻¹. Number 4: F_max 4.8 eV Å⁻¹.